# 1
The following is a DFT calculation (wB97M-V/def2-TZVPD) of C14H40BClCoN2O6 as an isolated structure in a non-equilibrium geometry.

Structure (XYZ):
```
65
C14H40BClCoN2O6 | OMol25 | wB97M-V/def2-TZVPD
Co 20.228 2.519 1.739
B 18.586 2.614 0.277
H 18.516 1.901 1.084
H 17.706 2.608 -0.347
H 18.762 3.616 0.636
H 19.460 2.325 -0.285
Cl 19.699 0.807 3.344
C 19.222 -2.955 4.277
C 19.231 -3.204 2.767
O 20.209 -2.360 2.182
O 18.283 -3.862 4.861
H 18.985 -1.928 4.555
H 20.237 -3.147 4.624
H 18.243 -3.051 2.333
H 19.591 -4.215 2.580
H 19.850 -1.488 2.361
H 17.998 -3.541 5.719
C 21.948 0.254 0.092
O 21.550 1.599 0.316
C 22.330 2.585 -0.379
C 21.636 3.930 -0.402
N 21.188 4.250 0.997
C 20.404 5.469 1.151
C 19.828 5.451 2.619
O 19.390 4.098 2.995
C 18.773 4.151 4.246
H 22.952 0.296 0.513
H 22.004 0.066 -0.980
H 21.283 -0.457 0.583
H 22.511 2.309 -1.418
H 23.348 2.575 0.009
H 20.836 3.879 -1.141
H 22.319 4.744 -0.646
H 22.101 4.447 1.382
H 19.688 5.439 0.329
H 20.969 6.375 0.935
H 18.978 6.128 2.691
H 20.633 5.755 3.288
H 18.747 3.191 4.763
H 17.742 4.495 4.168
H 19.313 4.777 4.956
C 26.329 6.741 4.854
O 26.624 5.310 4.971
C 26.817 5.029 6.300
C 26.985 3.551 6.438
N 25.758 2.855 6.786
C 25.853 1.382 6.571
C 24.493 0.682 7.037
O 23.488 0.842 6.020
C 22.202 0.475 6.477
H 26.911 7.317 5.573
H 25.297 7.018 5.070
H 26.586 7.144 3.874
H 25.926 5.348 6.841
H 27.677 5.603 6.643
H 27.778 3.425 7.175
H 27.442 3.141 5.537
H 25.107 3.273 6.138
H 26.674 0.992 7.173
H 26.035 1.180 5.516
H 24.251 1.084 8.020
H 24.691 -0.389 7.074
H 22.109 -0.497 6.962
H 21.451 0.422 5.688
H 21.820 1.146 7.246
```

Its total charge is 0. For the frontier orbital gap (spin up / spin down), the calculation gives 0.3246 / 0.3240 Ha. The HOMO energy (spin up / spin down) comes out at -8.97 / -8.97 eV. As for the expectation value of S²: 3.756. As for the LUMO energy (spin up / spin down): -0.0051 / -0.0057 hartree. The spin multiplicity is 4.



# 2
The following is a DFT calculation (wB97M-V/def2-TZVPD) of C14H40N4NiO12P5S2 as an isolated structure in a non-equilibrium geometry.

Structure (XYZ):
```
78
C14H40N4NiO12P5S2 | OMol25 | wB97M-V/def2-TZVPD
Ni -0.831 -1.224 0.167
O -0.289 -2.993 3.776
P 0.216 -1.942 2.689
O 1.423 -1.250 3.172
O -0.970 -1.141 2.154
O 0.603 -2.932 1.386
P -0.529 -3.929 0.747
O 0.398 -4.909 -0.142
O -1.186 -4.702 1.833
O -1.364 -3.114 -0.215
H -0.831 -3.693 3.331
H 0.512 -5.730 0.362
C 1.115 -2.943 -3.737
N 1.919 -1.720 -3.487
C 3.234 -2.035 -2.913
P 0.991 -0.530 -2.786
O -0.115 -1.019 -1.952
O 2.069 0.374 -1.963
P 2.177 0.439 -0.346
O 1.079 -0.225 0.358
N 2.228 2.051 -0.032
C 1.424 2.542 1.103
C 2.579 3.057 -1.022
N 3.647 -0.276 -0.092
C 3.922 -0.640 1.312
C 4.790 0.354 -0.742
N 0.517 0.436 -4.022
C 1.510 0.889 -4.989
C -0.554 1.409 -3.765
H 1.667 -3.577 -4.431
H 0.160 -2.678 -4.189
H 0.909 -3.498 -2.818
H 3.701 -2.789 -3.546
H 3.176 -2.423 -1.891
H 3.868 -1.151 -2.914
H 1.151 1.718 1.761
H 0.501 3.011 0.750
H 2.008 3.269 1.673
H 3.020 2.598 -1.905
H 3.296 3.767 -0.605
H 1.690 3.616 -1.335
H 3.016 -0.969 1.823
H 4.335 0.214 1.866
H 4.654 -1.449 1.327
H 4.543 0.655 -1.761
H 5.612 -0.361 -0.786
H 5.133 1.240 -0.191
H 2.286 0.135 -5.110
H 1.971 1.835 -4.678
H 1.026 1.048 -5.954
H -1.219 1.055 -2.982
H -1.134 1.552 -4.678
H -0.143 2.378 -3.457
C -1.719 1.585 3.971
C -1.586 2.616 2.861
C -2.484 3.821 3.083
O -1.749 2.023 1.537
P -3.076 1.527 0.788
S -4.178 2.984 0.067
S -2.403 0.298 -0.668
O -3.819 0.770 1.987
C -4.783 -0.320 1.968
C -4.082 -1.662 1.911
C -5.834 -0.156 0.882
H -1.179 1.934 4.857
H -1.297 0.637 3.647
H -2.766 1.428 4.232
H -0.549 2.952 2.828
H -3.530 3.515 3.118
H -2.379 4.545 2.275
H -2.217 4.293 4.035
H -5.263 -0.219 2.939
H -3.574 -1.796 0.961
H -4.822 -2.460 2.023
H -3.337 -1.746 2.703
H -5.385 -0.276 -0.105
H -6.294 0.831 0.931
H -6.604 -0.922 1.014
```

Its total charge is -1. For the frontier orbital gap (spin up / spin down), the calculation gives 0.2565 / 0.2603 Ha. The HOMO energy (spin up / spin down) comes out at -4.84 / -4.94 eV. Its energy above the lowest of the compared OMol25 structures with the same formula, charge and spin is 0.0 kcal per mole. As for the expectation value of S²: 2.004. As for the LUMO energy (spin up / spin down): 0.0786 / 0.0786 hartree. The spin multiplicity is 3.



# 3
The following is a DFT calculation (wB97M-V/def2-TZVPD) of a 6-piece molecular cluster, C14H40N4O6 overall in a non-equilibrium geometry.

Structure (XYZ):
```
64
C14H40N4O6 | OMol25 | wB97M-V/def2-TZVPD
N -0.883 -2.425 -2.896
C -0.083 -2.206 -1.840
N -0.550 -1.098 -1.328
O 0.937 -2.957 -1.278
H -0.696 -3.342 -3.442
H -1.475 -1.701 -3.308
H -0.306 -0.868 -0.349
H -1.267 -0.488 -1.729
N 1.788 0.600 1.681
C 0.655 0.040 2.086
N 0.247 -0.939 1.324
O 0.006 0.408 3.303
H 1.865 1.562 1.972
H 2.288 0.174 0.956
H -0.360 -1.542 1.850
H 1.012 -1.334 0.736
C 0.804 3.667 1.380
C 1.980 4.021 2.241
C 1.575 3.829 3.699
O 2.989 3.293 2.023
H 0.099 2.925 1.767
H 0.976 3.597 0.279
H 0.192 4.607 1.347
H 2.349 5.058 2.137
H 2.363 4.114 4.333
H 1.220 2.807 3.868
H 0.679 4.358 4.010
H 3.404 3.557 1.221
C -2.975 -3.389 0.583
C -3.566 -3.487 -0.885
C -3.961 -2.115 -1.382
O -2.802 -4.025 -1.793
H -2.069 -2.791 0.519
H -2.740 -4.318 1.020
H -3.704 -2.988 1.227
H -4.440 -4.091 -0.885
H -3.079 -1.479 -1.297
H -4.664 -1.737 -0.662
H -4.265 -2.017 -2.368
H -2.072 -3.443 -2.082
C -2.766 0.791 0.449
C -2.596 1.430 -0.927
C -1.290 2.193 -0.932
O -2.625 0.731 -2.009
H -2.366 -0.213 0.512
H -3.753 0.706 0.789
H -2.243 1.291 1.227
H -3.387 2.067 -1.218
H -0.442 1.649 -0.434
H -1.529 3.123 -0.450
H -0.977 2.608 -1.834
H -3.552 0.511 -2.230
C 3.531 0.397 -1.188
C 3.461 -1.159 -1.085
C 4.857 -1.669 -0.700
O 2.709 -1.583 -0.142
H 4.113 0.858 -2.037
H 3.907 0.758 -0.222
H 2.543 0.799 -1.189
H 3.051 -1.545 -2.013
H 4.941 -2.733 -0.959
H 5.131 -1.483 0.352
H 5.635 -1.120 -1.284
H 2.198 -2.265 -0.542
```

Its total charge is 0. The SMILES is NC(N)=O.NC(N)=O.CC(C)O.CC(C)O.CC(C)O.CC(C)O. For the frontier orbital gap, the calculation gives 0.3367 Ha. The HOMO energy comes out at -9.00 eV. Its energy above the lowest of the compared OMol25 structures with the same formula, charge and spin is 137.9 kcal per mole. As for the LUMO energy: 0.0061 hartree. The spin multiplicity is 1.



The lowest total charge belongs to which entry?
C14H40N4NiO12P5S2



Which of these has the lowest total charge?
C14H40N4NiO12P5S2



What is the total charge in the first record?
0